This record from OMol25 describes an isolated molecule of C22H30NO5P in a non-equilibrium geometry. The level of theory is the ωB97M-V functional and the def2-TZVPD basis.

Geometry as ORCA input:
```
! RIJCOSX wB97M-V def2-TZVPD def2/J DEFGRID3
* xyz 0 1
C -3.193 2.509 0.740
C -2.616 1.201 0.204
C -3.724 0.193 -0.086
C -1.796 1.476 -1.056
O -0.998 0.381 -1.474
P 0.126 -0.369 -0.614
O 0.968 -1.193 -1.477
O -0.669 -1.218 0.508
C -0.485 -2.623 0.605
C -1.708 -3.376 0.081
C -1.799 -3.238 -1.435
C -1.626 -4.843 0.493
C 1.074 0.881 0.411
N 2.317 0.241 0.780
C 2.275 -0.860 1.635
C 1.523 -0.851 2.810
C 1.552 -1.934 3.667
C 2.334 -3.041 3.382
C 3.099 -3.050 2.227
C 3.071 -1.973 1.364
C 1.329 2.125 -0.385
C 1.138 3.377 0.181
C 1.364 4.550 -0.535
C 1.794 4.415 -1.832
C 1.994 3.157 -2.407
C 1.770 1.998 -1.707
O 2.418 3.313 -3.697
C 2.485 4.704 -3.921
O 2.086 5.386 -2.750
H -2.401 3.215 0.979
H -3.846 2.966 -0.001
H -3.774 2.323 1.639
H -1.940 0.771 0.949
H -4.440 0.609 -0.791
H -4.250 -0.069 0.829
H -3.301 -0.712 -0.513
H -2.458 1.677 -1.905
H -1.153 2.350 -0.901
H -0.317 -2.841 1.665
H 0.403 -2.913 0.036
H -2.596 -2.925 0.539
H -0.983 -3.778 -1.909
H -1.720 -2.193 -1.729
H -2.743 -3.636 -1.803
H -0.725 -5.296 0.089
H -1.604 -4.940 1.576
H -2.487 -5.388 0.114
H 0.513 1.121 1.316
H 2.860 0.035 -0.052
H 0.916 0.006 3.063
H 0.959 -1.911 4.570
H 2.349 -3.886 4.053
H 3.716 -3.905 1.994
H 3.660 -1.988 0.458
H 0.803 3.449 1.205
H 1.213 5.521 -0.095
H 1.910 1.031 -2.160
H 3.518 4.988 -4.179
H 1.815 4.977 -4.752
*
```

Highest occupied orbital energy in Eh: -0.29513
Energy in eV: -44319.51368
Gap between HOMO and LUMO in eV: 8.76
LUMO energy in eV: 0.73
SMILES string: CC(C)COP(=O)(OCC(C)C)[C@@H](Nc1ccccc1)c1ccc2c(c1)OCO2
Max |F| in hartree/bohr: 0.027
Energy relative to the best compared isomer or geometry (same formula, charge and spin) in kcal per mole: 2.1